ORCA calculation (the ωB97M-V functional and the def2-TZVPD basis) on an isolated ion of composition C10H13N2O and charge +1 at a distorted geometry.

```
26
Properties=species:S:1:pos:R:3:lowdin_charge:R:1
C 0.2194 -2.1102 0.2280 0.001
N 0.4699 -0.6526 0.3657 -0.113
C -0.6846 0.1691 0.6798 -0.215
C -1.0273 0.5839 1.9750 0.004
C -2.2397 1.2913 2.1256 -0.052
C -3.0046 1.7140 1.0445 -0.049
C -2.6928 1.2716 -0.2612 -0.068
C -1.5874 0.4590 -0.4253 -0.015
C 1.8655 -0.2650 0.7454 -0.038
C 1.6706 0.2031 -0.6450 0.071
C 2.3802 -0.5879 -1.7037 -0.527
N 2.4245 0.0787 -2.8701 0.189
O 2.6740 -1.7293 -1.4298 0.096
H 1.2383 -2.5857 0.4277 0.108
H -0.5711 -2.5805 0.8864 0.123
H -0.1136 -2.3818 -0.8984 0.150
H -0.5264 0.4670 2.8665 0.092
H -2.3651 1.5009 3.1882 0.117
H -3.9488 2.3243 1.0572 0.134
H -3.3950 1.5592 -1.0017 0.103
H -1.3327 0.0325 -1.4806 0.151
H 2.5350 -1.0541 1.0042 0.131
H 1.8310 0.3242 1.6429 0.130
H 1.1804 1.2552 -0.8558 0.193
H 2.1974 1.0869 -2.9503 0.136
H 2.8027 -0.3734 -3.7153 0.147
```

Output
Strongest force on any atom in eV Å⁻¹: 3.68
Electronic energy in eV: -15599.5715
Frontier orbital gap in Ha: 0.328
Structure (SMILES): C[N@@+]1(c2ccccc2)C[C@H]1C(N)=O
Energy relative to the best compared isomer or geometry (same formula, charge and spin) in kcal per mole: 85.9
Total charge: +1

---

ORCA calculation (the ωB97M-V functional and the def2-TZVPD basis) on an isolated ion of composition C10H13N2O2 and charge +1 at a distorted geometry.

```
27
Properties=species:S:1:pos:R:3:lowdin_charge:R:1
C -0.3019 -1.5146 -2.0641 0.248
N 0.5657 -0.7481 -1.4462 0.063
C 1.8740 -0.2277 -1.7019 -0.078
N 2.4012 0.4276 -0.8501 0.239
C 1.5560 0.5485 0.2934 -0.304
C 1.8241 -0.0081 1.7098 -0.006
C 1.0070 -1.3358 1.8704 -0.111
O 0.0727 -1.4726 0.8035 0.004
C 0.2016 -0.3722 -0.0434 -0.270
C -1.0169 0.5702 -0.1241 -0.335
C -2.1368 0.6917 -1.0752 -0.028
C -2.4169 0.2406 0.4490 0.007
C -0.3840 1.9110 0.3247 -0.084
O 1.0628 1.9163 0.1542 -0.022
H -0.0717 -1.9408 -3.0809 0.149
H -1.2685 -1.8243 -1.5518 0.154
H 2.3809 -0.6507 -2.5617 0.158
H 1.3278 0.6536 2.3534 0.109
H 2.9346 -0.0687 1.8500 0.153
H 1.7673 -2.1707 1.8308 0.147
H 0.5618 -1.2721 2.8176 0.111
H -2.3049 -0.1512 -1.7125 0.063
H -2.6709 1.7336 -1.3103 0.174
H -2.7393 0.8441 1.2499 0.090
H -2.6945 -0.7600 0.6578 0.090
H -0.7343 2.7782 -0.2076 0.121
H -0.7969 2.2024 1.3654 0.158
```

Output
Strongest force on any atom in eV Å⁻¹: 5.59
Electronic energy in eV: -17644.6217
Frontier orbital gap in Ha: 0.299
Structure (SMILES): C=[N+]1C=N[C@]23CCO[C@]12C1(CC1)CO3
Energy relative to the best compared isomer or geometry (same formula, charge and spin) in kcal per mole: 94.7
Total charge: +1

---

ORCA calculation (the ωB97M-V functional and the def2-TZVPD basis) on one molecule with the formula C10H13N2OPS at a distorted geometry.

```
28
Properties=species:S:1:pos:R:3:lowdin_charge:R:1
C -3.4497 -1.1099 1.5620 -0.075
C -2.9841 0.1126 1.0997 -0.074
C -2.5994 -2.2008 1.6390 -0.076
C -1.6659 0.2480 0.7053 -0.085
C -1.2745 -2.0744 1.2598 -0.104
C -0.8227 -0.8522 0.7822 -0.364
C 1.1240 0.7091 -2.0661 -0.497
C 1.6497 1.8527 -1.1940 -0.209
C 0.4392 -1.5910 -2.2543 -0.079
C 2.4643 2.0105 1.0564 -0.200
N 0.8051 -0.4523 -1.4280 -0.260
N 1.3485 1.7930 0.1916 -0.113
O 1.0484 0.8256 -3.2662 0.074
P 0.9073 -0.6845 0.2572 0.554
S 2.1262 -2.0952 0.7778 0.266
H -4.4798 -1.2118 1.8697 0.105
H -3.6505 0.9607 1.0518 0.106
H -2.9649 -3.1521 1.9962 0.106
H -1.2727 1.1896 0.3521 0.097
H -0.5942 -2.9123 1.3271 0.080
H 2.7308 1.8968 -1.4087 0.130
H 1.1883 2.7569 -1.6145 0.133
H 0.9817 -1.5279 -3.1984 0.092
H 0.7059 -2.5111 -1.7323 0.059
H -0.6323 -1.5846 -2.4645 0.096
H 2.7806 3.0555 0.9498 0.088
H 2.1547 1.8452 2.0879 0.075
H 3.3325 1.3775 0.8284 0.074
```

Output
Strongest force on any atom in eV Å⁻¹: 3.58
Electronic energy in eV: -35731.9658
Frontier orbital gap (spin up / spin down) in Ha: 0.269 / 0.271
Energy relative to the best compared isomer or geometry (same formula, charge and spin) in kcal per mole: 0.0
Total charge: 0

---

ORCA calculation (the ωB97M-V functional and the def2-TZVPD basis) on an isolated ion of composition C10H13N2OS and charge +1.

```
27
Properties=species:S:1:pos:R:3:lowdin_charge:R:1
C 1.6631 0.1391 2.6071 -0.005
N 0.4676 -0.1575 1.8569 0.098
C 0.1387 0.0370 0.6091 -0.169
N 0.9445 0.5524 -0.3572 0.192
C 2.3500 0.4487 -0.5459 -0.480
O 3.0090 -0.3053 0.1092 0.123
C 2.8991 1.3704 -1.6011 -0.439
S 2.7506 0.7705 -3.3496 0.748
C -1.2367 -0.2837 0.2022 -0.148
C -1.9277 0.5126 -0.7166 -0.018
C -3.2165 0.1853 -1.0928 -0.042
C -3.8271 -0.9477 -0.5758 -0.037
C -3.1471 -1.7505 0.3280 -0.043
C -1.8657 -1.4198 0.7237 -0.018
H 2.4808 0.4661 1.9767 0.076
H 1.4362 0.9211 3.3340 0.110
H 1.9795 -0.7537 3.1472 0.113
H -0.2806 -0.5361 2.4306 0.162
H 0.4492 0.8309 -1.2011 0.137
H 2.3813 2.3300 -1.5938 0.082
H 3.9613 1.5192 -1.4064 0.091
H 3.5989 -0.2483 -3.2397 -0.131
H -1.4850 1.4217 -1.0992 0.119
H -3.7455 0.8180 -1.7869 0.119
H -4.8305 -1.2043 -0.8775 0.119
H -3.6153 -2.6366 0.7261 0.119
H -1.3320 -2.0794 1.3926 0.121
```

Output
Strongest force on any atom in eV Å⁻¹: 0.94
Electronic energy in eV: -26437.9316
Frontier orbital gap in Ha: 0.317
Structure (SMILES): C/[NH+]=C(\NC(=O)CS)c1ccccc1
Energy relative to the best compared isomer or geometry (same formula, charge and spin) in kcal per mole: 0.0
Total charge: +1

---

ORCA calculation (the ωB97M-V functional and the def2-TZVPD basis) on C10H13N3O3RhS2Se as an isolated structure at a distorted geometry.

```
33
Properties=species:S:1:pos:R:3:mulliken_spin:R:1
Rh 0.6411 0.0995 -0.4974 2.269
C 1.0991 3.4727 2.4455 0.027
C 0.6071 2.2832 1.6249 0.064
C 1.2863 3.9416 -0.5657 -0.004
O 1.7222 1.4397 1.2612 0.073
C -1.6178 0.9055 1.6080 0.030
O -2.6981 0.8850 2.1599 0.089
O -1.3256 0.5000 0.4466 0.134
H 1.9707 3.9244 1.9804 0.003
H 1.3698 3.1319 3.4434 0.001
H 0.3065 4.2121 2.5299 -0.009
H 2.2366 3.4299 -0.4459 0.000
H 1.2625 4.8729 -0.0101 0.005
H 1.1036 4.1378 -1.6174 0.001
H 2.0030 0.9575 2.0575 -0.014
C -0.9276 1.5172 -3.1281 -0.011
N 0.5083 1.5724 -3.2185 -0.001
C 1.1965 2.2266 -4.2026 -0.002
C 2.5174 2.0522 -3.9547 0.010
N 2.5905 1.2965 -2.8145 0.000
C 1.3589 1.0006 -2.3513 0.080
S -0.0703 2.8580 -0.0008 0.086
H -1.3505 1.1126 -4.0482 0.000
H -1.3343 2.5146 -2.9509 0.000
H -1.2069 0.8669 -2.2917 0.007
H 0.7021 2.7607 -4.9870 0.001
H 3.3827 2.3884 -4.4880 -0.001
H 3.4457 0.9728 -2.3898 0.005
Se 1.3614 -2.0941 0.2825 0.334
C 0.3211 -1.9665 -1.2022 -0.078
N -0.3272 -2.0156 -2.1678 0.202
S -0.2048 1.0636 3.9538 1.172
C -0.4423 1.5248 2.3625 0.529
```

Output
Strongest force on any atom in eV Å⁻¹: 1.78
Electronic energy in eV: -111214.3298
Frontier orbital gap (spin up / spin down) in Ha: 0.272 / 0.236
Energy relative to the best compared isomer or geometry (same formula, charge and spin) in kcal per mole: 43.2
2S+1: 6
Total charge: 0

---

ORCA calculation (the ωB97M-V functional and the def2-TZVPD basis) on an isolated ion of composition C10H13N4 and charge +1 at a distorted geometry.

```
27
Properties=species:S:1:pos:R:3:lowdin_charge:R:1
N -4.2638 -1.2774 -0.2218 0.110
C -3.1834 -0.3993 -0.0154 -0.260
C -1.9008 -0.9335 0.0234 0.011
C -0.7325 -0.1189 0.1972 -0.254
C 0.5108 -0.7331 0.3586 -0.031
C 1.8103 -0.1717 0.9658 -0.173
C 1.9375 1.3528 0.7581 -0.018
C 2.7573 1.5783 -0.2656 -0.051
N 3.2609 0.3724 -0.7697 0.128
C 2.8594 -0.6915 -0.0250 -0.199
N 3.2555 -1.9285 -0.3641 0.240
N -0.9138 1.1866 -0.0126 0.085
C -2.1208 1.7203 -0.3038 -0.071
C -3.3061 1.0526 -0.2255 0.021
H -5.1859 -1.0501 0.0493 0.081
H -4.0492 -2.1647 0.2777 0.116
H -1.6798 -2.0397 0.0164 0.141
H 0.6548 -1.7317 0.3503 0.045
H 2.0809 -0.3711 1.9527 0.125
H 1.5542 2.0403 1.3727 0.081
H 2.8776 2.5884 -0.5506 0.122
H 3.6063 0.1373 -1.6810 0.164
H 2.9202 -2.6405 0.2547 0.141
H 3.7338 -1.9026 -1.2088 0.109
H -0.3167 1.9626 0.1289 0.122
H -1.9545 2.7923 -0.5886 0.151
H -4.2120 1.3702 -0.4734 0.063
```

Output
Strongest force on any atom in eV Å⁻¹: 5.25
Electronic energy in eV: -16532.4483
Frontier orbital gap in Ha: 0.261
Structure (SMILES): NC1=C/C(=C/[C@@H]2C=CNC2=[NH2+])NC=C1
Energy relative to the best compared isomer or geometry (same formula, charge and spin) in kcal per mole: 56.6
Total charge: +1

---

ORCA calculation (the ωB97M-V functional and the def2-TZVPD basis) on C10H13NPSTi as an isolated structure at a distorted geometry.

```
27
Properties=species:S:1:pos:R:3:mulliken_spin:R:1
C -0.3468 -0.5624 -3.1143 -0.003
C 0.7542 -0.9450 -4.0230 0.033
C 1.1517 -2.2662 -3.7714 -0.007
C 0.2670 -2.8351 -2.8200 0.024
C -0.5666 -1.7798 -2.2215 -0.048
Ti 0.1748 0.3316 -1.0989 1.020
P -2.0685 0.9374 -0.6442 -0.026
H -1.1769 0.1003 -3.3816 -0.003
H 1.1498 -0.2756 -4.7811 0.001
H 1.9952 -2.7833 -4.2310 -0.001
H -1.5707 -1.9416 -1.7997 -0.001
H 0.3395 -3.8663 -2.4758 0.000
H -3.3844 0.3504 -0.5278 -0.009
H -2.3155 1.8103 -1.7843 -0.002
H -2.0713 1.9264 0.4096 0.021
S 0.7288 -0.9606 0.6480 -0.015
C 0.9104 0.0994 2.0558 -0.003
N 0.9524 1.4551 1.8256 -0.017
C 0.6983 2.3719 2.8159 0.003
C 0.3111 1.9275 4.0609 -0.001
C 0.3859 0.5667 4.3538 0.004
C 0.7271 -0.3482 3.3606 -0.004
H 1.2053 1.8050 0.8926 0.033
H 0.8049 3.4179 2.5448 0.001
H -0.0224 2.6542 4.7998 0.000
H 0.1743 0.2242 5.3590 0.001
H 0.7923 -1.4141 3.5484 0.000
```

Output
Strongest force on any atom in eV Å⁻¹: 3.35
Electronic energy in eV: -55303.6421
Frontier orbital gap (spin up / spin down) in Ha: 0.142 / 0.131
2S+1: 2
Total charge: 0

---

ORCA calculation (the ωB97M-V functional and the def2-TZVPD basis) on a 2-piece molecular cluster, C10H13O overall at a distorted geometry.

```
24
Properties=species:S:1:pos:R:3:lowdin_charge:R:1
C -0.5254 -3.0780 2.0509 -0.044
C -0.5798 -3.3638 0.6349 -0.016
C -0.2244 -1.8641 2.5186 -0.048
C -0.2157 -2.4278 -0.2656 0.020
C 0.2314 -0.8383 1.6336 -0.211
C 0.0512 -1.0253 0.1849 -0.274
C 0.8603 0.2472 2.0838 0.166
C 0.2022 3.0375 -0.6725 0.028
C 0.1406 1.6727 -2.8518 -0.054
C -0.4110 2.0423 -1.6427 0.016
O 0.0861 -0.1318 -0.6973 0.019
H -0.8301 -3.7071 2.8639 0.112
H -0.8927 -4.2030 0.1997 0.074
H -0.2768 -1.7073 3.5832 0.126
H -0.2573 -2.6677 -1.3473 0.130
H 1.4690 0.9127 1.5285 0.066
H 0.8562 0.5183 3.1170 0.085
H -0.5170 3.5236 -0.1184 0.072
H 0.8084 3.6322 -1.4294 0.145
H 0.8124 2.6681 0.0728 0.062
H 1.1817 1.7582 -3.0146 0.107
H -0.3047 2.4085 -3.5151 0.154
H -0.2064 0.7307 -3.2780 0.130
H -1.4582 1.8622 -1.6391 0.135
```

Output
Strongest force on any atom in eV Å⁻¹: 4.66
Electronic energy in eV: -12617.6534
Frontier orbital gap in Ha: 0.243
Energy relative to the best compared isomer or geometry (same formula, charge and spin) in kcal per mole: 57.3
Total charge: +1

---

ORCA calculation (the ωB97M-V functional and the def2-TZVPD basis) on a 2-piece molecular cluster, C10H13O2 overall at a distorted geometry.

```
25
Properties=species:S:1:pos:R:3:lowdin_charge:R:1
C -1.1641 1.5272 -1.2002 -0.194
C -1.7884 0.4743 -2.0868 -0.137
C -2.1403 1.9865 -0.0596 -0.750
O -3.2914 2.2946 -0.4448 -0.096
O -1.6594 2.0524 1.0972 -0.095
H -0.2619 1.1667 -0.7126 0.067
H -0.9459 2.4695 -1.7151 0.099
H -1.9480 -0.4684 -1.5587 0.063
H -1.1882 0.2595 -2.9715 0.049
H -2.7896 0.7846 -2.3887 0.058
C 0.9895 0.6755 2.4168 -0.060
C 2.0504 -1.1216 -0.7499 -0.106
C 1.3170 -2.2909 -0.6999 -0.113
C 1.9696 -0.1669 0.2604 -0.067
C 1.1747 -0.3924 1.3809 -0.279
C 0.4708 -2.4933 0.3823 -0.097
C 0.4491 -1.5758 1.4225 -0.054
H 2.7098 -0.8703 -1.5735 0.094
H 1.2615 -2.9541 -1.5545 0.092
H 2.5342 0.7486 0.1292 0.111
H -0.1750 -3.3551 0.4310 0.092
H 0.7389 1.6320 1.9593 0.069
H 1.8874 0.8354 3.0271 0.073
H -0.3370 -1.6615 2.1578 0.107
H 0.1362 0.4434 3.0511 0.074
```

Output
Strongest force on any atom in eV Å⁻¹: 1.10
Electronic energy in eV: -14677.4641
Frontier orbital gap in Ha: 0.270
Energy relative to the best compared isomer or geometry (same formula, charge and spin) in kcal per mole: 3.3
Total charge: -1